Molecular formula: C15H25N2O5
Method: DFT, the ωB97M-V functional and the def2-TZVPD basis

The energy above the lowest of the compared OMol25 structures with the same formula, charge and spin is 0.00 kJ/mol. Its SMILES is COCCC[NH2+]CCOCCOc1ccc(C)cc1[N+](=O)[O-]. The value obtained for the frontier orbital gap is 0.298 Ha. As for the lowest unoccupied orbital energy: -3.533 eV. The total charge is +1. As for the HOMO energy: -11.639 eV.

Each line ends with the natural charge from an NBO analysis.
Geometry (Å):
C: -1.90833 -1.18756 2.95930  -0.2475
H: -2.92037 -1.17403 3.37684  0.1784
H: -1.34489 -2.00452 3.41773  0.1867
H: -1.41429 -0.24026 3.16358  0.2044
O: -1.94213 -1.32476 1.55490  -0.5787
C: -2.59823 -2.50599 1.11113  -0.0664
C: -2.53725 -2.57620 -0.41347  -0.4546
C: -3.24540 -1.39597 -1.07154  -0.2141
N: -2.53650 -0.14296 -0.73816  -0.5805
H: -1.57352 -0.18867 -1.16585  0.4694
C: -3.20354 1.12068 -1.11550  -0.2518
H: -4.24137 0.93018 -1.39213  0.2262
C: -3.17198 2.08556 0.08198  -0.0752
O: -1.87813 2.21847 0.61453  -0.5432
C: -1.04751 3.16385 -0.03758  -0.0808
C: 0.40169 2.83618 0.30484  -0.0874
H: 0.51988 2.75670 1.39100  0.1975
H: 1.05804 3.62129 -0.08640  0.1969
O: 0.67131 1.59196 -0.31322  -0.4790
C: 1.84260 0.96786 -0.11937  0.3438
C: 2.95654 1.52438 0.50972  -0.2890
C: 4.11409 0.79215 0.67416  -0.1270
C: 4.22079 -0.53573 0.24766  -0.0282
C: 3.11885 -1.10710 -0.35376  -0.1562
C: 1.94555 -0.37379 -0.54958  0.0031
N: 0.84347 -1.02201 -1.13458  0.5321
O: 0.77391 -2.23365 -1.09478  -0.3562
O: -0.04492 -0.33760 -1.65136  -0.4515
H: 3.13992 -2.12939 -0.70101  0.2454
C: 5.49257 -1.29302 0.44134  -0.6322
H: 5.77262 -1.29992 1.49304  0.2298
H: 6.30082 -0.81661 -0.11102  0.2318
H: 5.39373 -2.31816 0.09798  0.2252
H: 4.96399 1.25863 1.14928  0.2277
H: 2.92043 2.54233 0.86216  0.2323
H: -1.16899 3.10682 -1.12466  0.1799
H: -1.29040 4.17936 0.29983  0.1950
H: -3.59087 3.05510 -0.21080  0.2005
H: -3.77923 1.67716 0.89553  0.1995
H: -2.69069 1.55211 -1.97603  0.2228
H: -2.35289 -0.17055 0.29115  0.4728
H: -3.26396 -1.51884 -2.15613  0.2286
H: -4.27348 -1.32725 -0.70613  0.2098
H: -1.49414 -2.61728 -0.73115  0.2452
H: -3.01467 -3.50133 -0.73322  0.2454
H: -3.64268 -2.49677 1.45683  0.1727
H: -2.10519 -3.38571 1.54171  0.1968

***

Molecular formula: C15H25N4O2PtS
Method: DFT, the ωB97M-V functional and the def2-TZVPD basis

The value obtained for the frontier orbital gap (alpha / beta) is 0.181 / 0.181 Ha. As for the lowest unoccupied orbital energy (alpha / beta): 2.928 / 2.928 eV. The total charge is -1. As for the HOMO energy (alpha / beta): -2.008 / -2.005 eV.

Each line ends with the natural charge from an NBO analysis.
Geometry (Å):
Pt: 1.31117 0.08816 0.09304  0.4888
O: 0.22877 0.11706 2.21354  -0.6073
N: 0.52117 1.25916 2.75934  0.0392
C: 0.81167 1.31016 4.07214  0.0069
C: 1.16787 2.47756 4.70144  -0.2952
C: 1.22927 3.66196 3.95594  -0.2042
C: 0.90987 3.60906 2.61324  -0.2494
C: 0.55637 2.41486 1.99154  0.0122
S: 0.17377 2.30936 0.33914  -0.2570
H: 0.75977 0.35946 4.57974  0.2175
H: 1.40427 2.46666 5.75694  0.2104
H: 1.53378 4.59216 4.41694  0.2044
H: 0.95007 4.49836 1.99954  0.2234
C: 4.99128 -1.09974 -1.63036  -0.6163
C: 3.46308 -1.18484 -1.85936  0.0380
C: 3.08477 -2.66564 -2.10266  -0.6043
C: 3.12117 -0.38694 -3.13726  -0.6020
N: 2.79068 -0.69214 -0.73986  -0.7494
H: 5.53448 -1.50124 -2.48466  0.1697
H: 5.25808 -1.66154 -0.73696  0.2002
H: 5.27368 -0.05964 -1.48106  0.2022
H: 3.50218 -3.02624 -3.04306  0.1794
H: 2.00097 -2.73884 -2.12766  0.2221
H: 3.45458 -3.28474 -1.28836  0.1977
H: 3.55087 -0.86404 -4.01726  0.1811
H: 3.50668 0.62436 -3.05676  0.2028
H: 2.04107 -0.33894 -3.23456  0.2196
C: -1.92883 -2.08474 1.41234  -0.4011
N: -2.65312 -1.21704 0.51544  -0.4634
C: -4.09292 -1.22874 0.57424  -0.1939
C: -4.63062 0.09546 0.05084  -0.4112
C: -4.09832 0.28206 -1.36276  -0.1938
N: -2.66083 0.20136 -1.35276  -0.4642
C: -1.95603 0.84856 -2.43086  -0.4063
C: -1.97422 -0.69474 -0.56036  0.7948
O: -0.81403 -0.99344 -0.79626  -0.6575
H: -2.35033 -1.98154 2.41324  0.1806
H: -0.88812 -1.76234 1.43474  0.2723
H: -1.97672 -3.13574 1.10224  0.1651
H: -4.40232 -1.39274 1.61114  0.1958
H: -4.50002 -2.05954 -0.02986  0.1612
H: -4.25602 0.90616 0.68014  0.2183
H: -5.72292 0.10556 0.06474  0.1997
H: -4.39702 1.25696 -1.76406  0.1957
H: -4.52383 -0.49284 -2.02906  0.1609
H: -2.24953 1.89856 -2.46856  0.1848
H: -2.16503 0.37586 -3.39646  0.1654
H: -0.89063 0.78916 -2.22076  0.2665

***

Molecular formula: C15H25N5O5Zn
Method: DFT, the ωB97M-V functional and the def2-TZVPD basis

The energy above the lowest of the compared OMol25 structures with the same formula, charge and spin is 170.66 kJ/mol. The value obtained for the frontier orbital gap (alpha / beta) is 0.149 / 0.108 Ha. As for the lowest unoccupied orbital energy (alpha / beta): -0.400 / -0.736 eV. As for the HOMO energy (alpha / beta): -4.448 / -3.675 eV.

Each line ends with the natural charge from an NBO analysis.
Geometry (Å):
O: -3.86412 -2.20940 2.23352  -0.7289
H: -4.36647 -3.03097 2.07112  0.4663
Zn: 0.10342 -0.16939 -0.36979  1.6184
N: 0.97551 -0.60021 -2.15645  -0.6018
N: -1.47899 -0.76459 -1.45453  -0.5908
O: 2.36571 -0.49856 -2.50092  -0.5993
O: -2.83408 -0.77227 -1.03075  -0.5980
C: 0.12250 -1.02127 -3.12327  0.0182
C: -1.22028 -1.04850 -2.75033  0.0759
C: 0.60799 -1.37300 -4.46929  -0.6439
C: -2.30872 -1.38732 -3.69555  -0.6495
H: 1.65937 -1.69359 -4.54943  0.2282
H: 0.47496 -0.52769 -5.17961  0.2031
H: 0.00377 -2.20974 -4.87382  0.2120
H: -3.31016 -1.00249 -3.44564  0.2315
H: -2.40677 -2.48691 -3.81591  0.2045
H: -2.07057 -0.98565 -4.69939  0.2126
H: 2.80206 -0.15444 -1.68114  0.4502
H: -2.79154 -0.74982 -0.04900  0.4614
O: -0.34848 1.94124 -1.49952  -0.9667
H: 0.36994 1.32030 -1.68407  0.4595
H: -1.06266 1.50152 -1.02554  0.4573
C: -2.49044 -2.60236 1.97295  -0.2706
H: -1.79712 -1.85804 2.40410  0.1787
H: -2.33118 -2.80009 0.88689  0.1884
H: -2.30169 -3.53098 2.49874  0.1652
O: 1.24970 -2.05654 0.24745  -0.9761
H: 1.09755 -1.88975 -0.71233  0.4900
H: 1.58861 -1.23294 0.63673  0.4460
N: 0.03018 2.56569 0.90468  -0.5704
C: 1.39176 2.23900 0.70334  0.4064
C: 2.32085 3.19398 1.10203  -0.2575
C: 3.65765 2.85368 1.18432  -0.1590
C: 4.04880 1.55392 0.88230  -0.2496
C: 3.09189 0.64101 0.46923  -0.0089
N: 1.78163 1.02055 0.36040  -0.6147
C: -0.71896 1.70007 1.66656  0.4228
C: -1.15637 2.13349 2.91493  -0.2845
C: -1.13735 1.23507 3.96400  -0.1458
C: -0.62765 -0.03785 3.74484  -0.2753
C: -0.28686 -0.42579 2.45964  0.0264
N: -0.55833 0.37713 1.40741  -0.6759
H: -0.19813 3.56045 1.03569  0.4147
H: 1.98833 4.18798 1.39588  0.2207
H: 4.39385 3.59167 1.49905  0.2289
H: 5.09350 1.26488 0.96112  0.2320
H: 3.44957 -0.38395 0.23963  0.2265
H: -1.29081 3.18795 3.09188  0.2224
H: -1.41622 1.55655 4.96653  0.2285
H: -0.48121 -0.72357 4.56678  0.2311
H: 0.18606 -1.39847 2.29452  0.2392

***

Molecular formula: C15H25NO2
Method: DFT, the ωB97M-V functional and the def2-TZVPD basis

The energy above the lowest of the compared OMol25 structures with the same formula, charge and spin is 1391.61 kJ/mol. Its SMILES is COc1ccccc1OCCCCNC(C)(C)C. The value obtained for the frontier orbital gap is 0.324 Ha. As for the lowest unoccupied orbital energy: 0.725 eV. As for the HOMO energy: -8.087 eV.

Each line ends with the natural charge from an NBO analysis.
Geometry (Å):
C: 1.52765 1.95851 0.70298  -0.2868
O: 3.03309 2.07969 0.58499  -0.5218
C: 3.83333 1.15631 0.12903  0.2422
C: 5.02760 1.41838 -0.19134  -0.2476
C: 5.93934 0.36294 -0.75533  -0.2276
C: 5.50390 -0.87429 -0.68589  -0.2135
C: 4.18511 -1.32019 -0.25031  -0.3555
C: 3.29837 -0.27202 -0.08125  0.3068
O: 1.99792 -0.63941 0.30820  -0.5474
C: 1.70017 -2.06013 0.26315  -0.0238
H: 2.23916 -2.45500 0.91837  0.1716
C: 0.10387 -2.02475 0.62527  -0.3831
H: 0.15160 -1.86966 1.61361  0.2026
C: -0.71843 -1.30623 -0.18462  -0.4051
C: -2.18989 -1.40025 0.17577  -0.1866
N: -3.12693 -0.73364 -0.50877  -0.6391
H: -3.76595 -1.47430 -0.89105  0.3742
C: -3.65806 0.53854 -0.18588  0.0605
C: -4.44348 0.62661 0.89644  -0.6143
H: -4.02817 0.27163 1.96901  0.2219
H: -5.04784 1.48483 1.05676  0.2328
H: -5.46043 -0.11063 0.94676  0.1821
C: -2.49665 1.70607 0.04733  -0.5525
H: -1.90148 1.68886 -0.70223  0.2005
H: -1.90164 1.47748 0.61477  0.1741
H: -2.82080 2.60335 0.16165  0.1977
C: -4.42462 0.87923 -1.47912  -0.5946
H: -3.76908 1.23137 -2.39485  0.2424
H: -5.35620 0.36185 -1.54508  0.2180
H: -4.78534 2.02769 -1.23966  0.1820
H: -2.49695 -2.30914 0.39024  0.1875
H: -2.22376 -0.93502 1.16498  0.1423
H: -0.37000 -0.32734 -0.32857  0.2208
H: -0.74940 -2.00264 -1.22319  0.1742
H: -0.09336 -3.24330 0.79572  0.1783
H: 1.79393 -2.13684 -0.73585  0.1824
H: 4.04795 -2.22943 -0.69065  0.2247
H: 6.27273 -1.49624 -0.81944  0.2007
H: 6.89475 0.91449 -0.82582  0.2291
H: 5.10068 2.62399 0.03940  0.2287
H: 1.22742 1.19457 1.56025  0.2098
H: 0.96209 3.03224 1.07018  0.2098
H: 0.98778 1.58181 -0.31600  0.2015

***

Quick rundown of largest force on an atom, same order as above: 0.0292, 0.0427, 0.0548, 0.3240 Eh/bohr
Quick rundown of total energy, same order as above: -1071.9451, -1473.4882, -3015.6187, -791.2994 a.u.